ORCA calculation (ωB97M-V/def2-TZVPD) on C41H31Cl5GeN5O4SZn as an isolated structure at a distorted geometry.

Summary:
net charge: 0
LUMO energy (alpha / beta): -0.784 / -2.958 eV
HOMO (alpha / beta): -7.34 / -7.34 eV
2S+1: 2
orbital gap (alpha / beta): 6.6 / 4.4 eV
expectation value of S²: 0.754

Last column: Löwdin spin population.
Atoms and positions in Å:
Zn: -0.086 0.532 0.005  0.1493
C: 0.669 -0.259 4.271  0.0010
C: 0.981 0.361 2.939  0.0057
O: 0.126 0.429 2.053  0.0270
N: 2.218 0.843 2.762  0.0017
C: 2.616 1.607 1.582  0.0004
C: 3.136 0.781 0.427  0.0045
C: 4.501 0.691 0.199  0.0019
C: 4.964 0.003 -0.912  -0.0005
C: 4.044 -0.573 -1.766  0.0007
C: 2.701 -0.456 -1.456  0.0072
N: 2.246 0.197 -0.386  0.0604
H: -0.274 -0.794 4.201  0.0001
H: 0.585 0.525 5.025  0.0001
H: 1.456 -0.951 4.573  0.0003
H: 2.880 0.738 3.512  0.0001
H: 3.389 2.307 1.892  0.0000
H: 1.754 2.180 1.249  -0.0001
H: 5.192 1.177 0.875  0.0004
H: 6.026 -0.069 -1.111  0.0000
H: 4.347 -1.108 -2.655  0.0002
H: 1.955 -0.909 -2.095  0.0024
Cl: 0.052 1.052 -3.005  0.0104
C: 0.063 2.548 -2.099  0.0002
C: -0.059 2.454 -0.720  -0.0005
C: -0.155 3.665 -0.052  -0.0005
Cl: -0.399 3.666 1.680  0.0001
C: -0.081 4.902 -0.696  -0.0001
Cl: -0.175 6.373 0.191  -0.0001
C: 0.074 4.940 -2.080  0.0000
Cl: 0.164 6.446 -2.901  0.0000
C: 0.136 3.747 -2.798  0.0001
Cl: 0.295 3.774 -4.510  0.0004
O: -9.042 -3.092 -2.565  0.0000
S: -8.125 -3.561 -1.545  0.0000
O: -6.798 -3.901 -2.027  0.0001
O: -8.675 -4.483 -0.575  0.0000
C: -7.853 -2.041 -0.566  0.0000
N: -8.890 -1.486 0.069  0.0003
C: -8.645 -0.376 0.748  0.0000
C: -7.384 0.206 0.826  0.0003
C: -6.384 -0.448 0.133  0.0001
N: -6.618 -1.561 -0.554  0.0002
C: -4.961 -0.031 0.077  0.0010
C: -4.302 0.683 1.075  0.0021
C: -2.932 0.848 0.988  0.0069
N: -2.221 0.374 -0.043  0.0622
C: -2.869 -0.223 -1.048  0.0047
C: -4.221 -0.459 -1.021  0.0008
H: -9.493 0.072 1.257  0.0000
H: -7.214 1.122 1.376  0.0000
H: -4.827 1.039 1.952  0.0003
H: -2.370 1.320 1.784  0.0006
H: -2.269 -0.563 -1.881  0.0004
H: -4.710 -1.025 -1.802  0.0002
C: -1.886 -3.281 4.304  0.0133
C: -0.647 -3.765 3.910  0.0004
C: -0.121 -3.415 2.672  0.0181
C: -0.831 -2.578 1.812  0.0505
C: -2.082 -2.104 2.218  0.0122
C: -2.609 -2.457 3.451  -0.0011
Ge: -0.121 -2.098 0.052  0.3146
C: -1.323 -2.721 -1.343  0.0672
C: -2.565 -3.266 -1.010  0.0236
C: -3.484 -3.580 -2.001  0.0014
C: -3.168 -3.358 -3.335  0.0218
C: -1.926 -2.836 -3.681  -0.0013
C: -1.014 -2.507 -2.690  0.0214
C: 1.630 -2.958 -0.109  0.0557
C: 1.912 -3.836 -1.154  0.0177
C: 3.156 -4.450 -1.240  0.0004
C: 4.128 -4.195 -0.284  0.0131
C: 3.856 -3.329 0.768  -0.0007
C: 2.618 -2.712 0.848  0.0123
H: -2.294 -3.555 5.268  0.0008
H: -0.092 -4.427 4.562  0.0000
H: 0.837 -3.818 2.369  0.0009
H: -2.662 -1.475 1.558  0.0005
H: -3.589 -2.098 3.740  -0.0003
H: -2.831 -3.418 0.029  0.0010
H: -4.461 -3.964 -1.735  0.0001
H: -3.900 -3.573 -4.101  0.0013
H: -1.679 -2.664 -4.721  -0.0004
H: -0.064 -2.059 -2.968  0.0008
H: 1.156 -4.050 -1.899  0.0009
H: 3.359 -5.136 -2.052  0.0000
H: 5.097 -4.672 -0.357  0.0009
H: 4.610 -3.135 1.521  -0.0002
H: 2.419 -2.024 1.664  0.0004